# 1
Entry from the OMol25 dataset: one molecule with the formula C3H8N4 at a distorted geometry (ωB97M-V with the def2-TZVPD basis set).

As for the energy: -9195.133 eV. The calculation puts the HOMO-LUMO gap at 9.07 eV. The net charge is 0. As for the SMILES: C=NN(C)/C=N\N.

Last column: Mulliken charge in e.
Positions of all 15 atoms, in Å:
1 C 1.34745 -0.22335 1.38864  -0.7581
2 C -0.97434 0.43973 0.83979  -0.1003
3 C -0.45365 -1.27607 -1.54118  -0.3314
4 H 1.29098 -1.01261 2.30066  0.2256
5 H 1.53313 0.81022 1.81478  0.3085
6 H 2.15752 -0.61692 0.80834  0.2511
7 H -1.23596 0.04654 1.76991  0.4471
8 H -0.79306 2.48317 -1.31552  0.2236
9 H 0.21118 0.72887 -1.04572  0.3886
10 H -1.48201 -1.12291 -1.52025  0.3223
11 H -0.04604 -2.18723 -2.14069  0.2428
12 N 0.19065 0.03962 0.38262  0.3424
13 N -1.50255 1.27685 -0.05876  -0.5609
14 N -0.66724 1.49801 -1.03485  -0.2411
15 N 0.42394 -0.88391 -0.64777  -0.7603

# 2
Entry from the OMol25 dataset: C12H24Br3P as an isolated structure at a distorted geometry (ωB97M-V with the def2-TZVPD basis set).

As for the energy: -232238.588 eV. The calculation puts the HOMO-LUMO gap at 7.86 eV. The net charge is 0.

Last column: Mulliken charge in e.
Positions of all 40 atoms, in Å:
1 C -3.18911 2.03567 -2.37484  -0.6281
2 C -2.24950 0.99976 -2.09121  -0.1934
3 C -1.41036 -0.41973 -1.81111  -0.3864
4 P 0.28361 -0.03214 -1.01530  0.6865
5 C 1.19219 -1.13558 0.27000  -0.9720
6 C -0.49687 1.00044 0.41993  -0.9574
7 C -1.73499 0.24737 1.18625  -0.3032
8 C -1.64078 0.66235 2.78698  -0.8064
9 C 1.12925 -0.87110 -2.51234  -0.2990
10 C 1.06255 0.21389 -3.78363  -1.2718
11 C 2.72819 -1.20162 -2.30316  -0.3487
12 C 3.02657 -2.82890 -2.05775  -0.9379
13 H -4.19177 2.60804 -2.67937  0.3286
14 H -1.32184 -0.92487 -2.88924  0.4263
15 H -2.07523 -1.18597 -1.18186  0.4430
16 H 0.93211 1.21644 -1.43995  -0.2314
17 H 1.19907 -2.27576 -0.02363  0.2207
18 H 2.28808 -0.68802 0.41696  0.2922
19 H 0.70604 -1.09256 1.35860  0.3558
20 H 0.37832 1.12624 1.22106  0.3099
21 H -0.77592 2.08693 0.08198  0.4775
22 H -2.79280 0.41933 0.71381  0.2743
23 H -1.51888 -0.92143 1.10481  0.2524
24 H -0.52450 0.77327 3.17400  0.0687
25 H -2.13488 -0.15530 3.50117  0.2634
26 H -2.13245 1.72833 2.92026  0.2660
27 H 0.62466 -1.90605 -2.82604  0.3475
28 H -0.03415 0.38373 -4.15892  0.2884
29 H 1.66972 -0.24271 -4.70172  0.3993
30 H 1.61454 1.22903 -3.51790  0.2962
31 H 3.24558 -0.96611 -3.35288  0.3199
32 H 3.27263 -0.52206 -1.52138  0.2451
33 H 3.67368 -3.01396 -1.07430  0.2077
34 H 3.54894 -3.31074 -3.01293  0.2844
35 H 1.98017 -3.32841 -1.87712  0.2860
36 C -1.32961 2.12546 6.53044  -0.2800
37 Br 0.35672 1.66739 5.67561  0.0099
38 Br -2.39723 0.54607 6.91788  -0.0180
39 Br -1.06378 3.22546 8.11275  -0.0424
40 H -1.89800 2.72782 5.81411  0.3264

# 3
Entry from the OMol25 dataset: C3H9N3O6Tl as an isolated structure at a distorted geometry (ωB97M-V with the def2-TZVPD basis set).

As for the energy: -24638.875 eV. The calculation puts the HOMO-LUMO gap (spin up / spin down) at 6.69 / 6.63 eV. The net charge is +4. Its multiplicity is 2.

Last column: Mulliken charge in e.
Positions of all 22 atoms, in Å:
1 Tl 3.02827 -1.52079 -0.57177  1.0302
2 C -2.02856 -2.28071 -2.05665  -0.6429
3 N -0.95814 -1.79483 -1.14242  0.8369
4 O 0.20108 -1.85152 -1.51464  -0.0546
5 O -1.24483 -1.28783 -0.07667  -0.2808
6 H -2.81694 -1.55356 -1.86225  0.3780
7 H -2.39176 -3.26054 -1.74663  0.3562
8 H -1.83916 -2.17879 -3.12522  0.3940
9 C -0.36976 -0.32981 3.12964  -0.6201
10 N 1.10798 -0.24886 2.83106  0.7836
11 O 1.45163 -0.31368 1.64573  -0.3131
12 O 1.90354 -0.23462 3.71306  0.0887
13 H -0.94003 0.35213 2.49889  0.3381
14 H -0.46299 -0.06756 4.18350  0.3523
15 H -0.68569 -1.37001 3.05043  0.3614
16 C 1.04971 3.16230 -1.21876  -0.6619
17 N 0.62410 1.77544 -1.41795  0.7302
18 O 1.40283 0.93251 -0.99481  0.0628
19 O -0.38581 1.56836 -2.03381  -0.2605
20 H 2.10489 3.27958 -0.97191  0.3940
21 H 0.56508 3.43902 -0.28245  0.3671
22 H 0.68453 3.78368 -2.03645  0.3604

# 4
Entry from the OMol25 dataset: a 2-piece molecular cluster, BrFS overall at a distorted geometry (ωB97M-V with the def2-TZVPD basis set).

As for the energy: -83590.543 eV. The calculation puts the HOMO-LUMO gap (spin up / spin down) at 6.06 / 6.06 eV. The net charge is 0.

Last column: Mulliken charge in e.
Positions of all 3 atoms, in Å:
1 F 1.97603 -0.71963 0.00000  -0.5004
2 S -0.20126 1.04389 0.00000  0.2826
3 Br -1.77478 -0.32426 0.00000  0.2178

# 5
Entry from the OMol25 dataset: a 2-piece molecular cluster, C11H15FN2O6S2 overall at a distorted geometry (ωB97M-V with the def2-TZVPD basis set).

As for the energy: -51301.304 eV. The calculation puts the HOMO-LUMO gap at 9.92 eV. The net charge is 0. As for the SMILES: [H]/N=C(\C)CN(c1ccccc1)S(=O)(=O)F.O=S1(=O)OCCO1.

Last column: Mulliken charge in e.
Positions of all 37 atoms, in Å:
1 C -0.22998 -1.77288 1.51044  -1.1905
2 C 0.41190 -0.38925 1.58012  1.1133
3 N 1.52709 -0.23488 2.17095  -0.7732
4 C -0.19494 0.90699 1.02079  -1.3510
5 N -1.46162 0.81326 0.26178  0.1609
6 C -2.61123 0.42035 1.03173  0.7419
7 C -2.59863 0.40608 2.41010  -0.1158
8 C -3.70121 0.03644 3.14311  -0.7585
9 C -4.87802 -0.32978 2.53018  -0.4848
10 C -4.90838 -0.29339 1.15529  -0.7565
11 C -3.81396 0.07812 0.42650  -0.4292
12 S -1.33864 0.01420 -1.19551  0.8538
13 O -1.71489 -1.35253 -1.17669  -0.4924
14 O -1.98451 0.77443 -2.19960  -0.5734
15 F 0.21102 0.07117 -1.51790  -0.0634
16 H -0.06560 -2.24382 0.53415  0.2715
17 H 0.22561 -2.41113 2.27438  0.4893
18 H -1.30904 -1.79045 1.68891  0.2256
19 H 1.87194 -1.12355 2.52850  0.2743
20 H 0.57132 1.35540 0.38276  0.5015
21 H -0.33576 1.61605 1.83868  0.5560
22 H -1.70979 0.66857 2.97678  0.2415
23 H -3.62928 0.02308 4.22764  0.3755
24 H -5.71833 -0.63967 3.14192  0.4011
25 H -5.81198 -0.56295 0.61492  0.3667
26 H -3.86068 0.10458 -0.65916  0.4088
27 C 3.61586 0.81877 -3.67264  -0.3368
28 C 3.30505 0.55649 -2.21482  0.0012
29 O 4.41867 -0.20790 -1.74010  -0.3179
30 S 5.74929 0.24635 -2.51875  1.1129
31 O 6.45096 1.18041 -1.71702  -0.5411
32 O 6.37096 -0.90900 -3.05132  -0.5292
33 O 5.02811 1.05023 -3.70985  -0.3179
34 H 3.39561 -0.05508 -4.28964  0.3308
35 H 3.07973 1.68027 -4.06286  0.3101
36 H 2.38025 0.00748 -2.07992  0.1061
37 H 3.26314 1.48756 -1.64385  0.1885

# 6
Entry from the OMol25 dataset: C29H21BrIN7OSSeTl as an isolated structure at a distorted geometry (ωB97M-V with the def2-TZVPD basis set).

As for the energy: -201902.931 eV. The calculation puts the HOMO-LUMO gap (spin up / spin down) at 4.49 / 6.00 eV. The net charge is +1.

Last column: Mulliken charge in e.
Positions of all 63 atoms, in Å:
1 Tl 0.10209 -2.10548 -0.43417  0.8026
2 Br 0.00550 5.08710 5.77634  -0.1520
3 C 1.10634 4.99768 4.24652  0.1514
4 C 1.74401 3.79953 3.93703  -0.7509
5 C 2.52489 3.71814 2.80601  -0.0709
6 C 2.67746 4.84287 1.97504  0.0628
7 C 2.05712 6.05118 2.32186  -0.1769
8 C 1.26512 6.12514 3.44752  -0.4715
9 N 3.46783 4.83745 0.84974  -0.7539
10 N 3.96666 3.84814 0.30289  -0.0668
11 C 3.54578 2.65066 -0.02664  0.1300
12 C 4.53259 1.64690 -0.28728  -0.5736
13 C 4.20890 0.33770 -0.35228  -0.9403
14 C 2.84657 -0.11246 -0.18366  0.7332
15 O 2.55000 -1.30318 -0.06540  -0.6368
16 C 1.79489 0.93609 -0.15426  0.4711
17 N 0.52425 0.52592 -0.19124  -0.1886
18 C -0.45206 1.41410 -0.17909  -0.1119
19 C -0.21080 2.78702 -0.16841  -1.1722
20 C 1.09331 3.23035 -0.15266  -0.3347
21 C 2.13285 2.29523 -0.10642  0.5804
22 H 1.62528 2.94501 4.58865  0.4972
23 H 3.03144 2.79344 2.56019  0.4934
24 H 2.19021 6.90729 1.67400  0.4810
25 H 0.77117 7.04869 3.71401  0.4302
26 H 5.56481 1.96692 -0.34985  0.4766
27 H 4.97281 -0.41901 -0.46597  0.4752
28 H -1.46061 1.01381 -0.19349  0.3531
29 H -1.03534 3.48533 -0.19121  0.4699
30 H 1.31021 4.28848 -0.19694  0.7225
31 C -3.00289 -0.31494 -3.51437  -0.9657
32 N -3.01368 -1.72713 -3.20610  0.3487
33 C -3.11518 -2.26867 -1.97380  -0.4762
34 Se -3.08532 -1.34334 -0.37424  -0.2748
35 N -3.20383 -3.60192 -2.11926  0.2030
36 C -3.13012 -3.94564 -3.46511  0.3382
37 C -3.15355 -5.16404 -4.12770  -0.8147
38 C -3.02989 -5.12376 -5.50457  -0.5258
39 C -2.89481 -3.91699 -6.19738  -0.6559
40 C -2.88069 -2.70254 -5.53730  -0.6424
41 C -3.00336 -2.74155 -4.15619  0.7728
42 H -3.13688 0.24534 -2.59426  0.2530
43 H -3.82015 -0.08264 -4.19679  0.3758
44 H -2.05963 -0.02904 -3.98094  0.3460
45 H -3.26876 -4.25259 -1.35474  0.3113
46 H -3.23866 -6.09716 -3.59424  0.4063
47 H -3.02952 -6.05162 -6.05972  0.3966
48 H -2.80278 -3.93343 -7.27474  0.3984
49 H -2.77691 -1.76797 -6.07181  0.4358
50 I 2.87124 -2.23090 5.13578  0.1300
51 C 1.10556 -1.67924 4.15067  -0.8176
52 C 0.01421 -1.20438 4.86129  -0.0683
53 C -1.11988 -0.83604 4.15357  -1.0069
54 C -1.12140 -0.97057 2.77562  -0.1641
55 N -0.07885 -1.44786 2.09879  0.2616
56 C 1.02021 -1.79106 2.77277  -0.0917
57 H 0.04426 -1.12878 5.93960  0.4533
58 H -1.99146 -0.45941 4.67007  0.4827
59 H -1.98947 -0.69054 2.19209  0.2243
60 H 1.85501 -2.16097 2.18767  0.5962
61 S -0.04451 -4.69050 1.18255  -0.0899
62 C -0.51552 -5.48726 -0.17909  0.3497
63 N -0.85604 -6.04295 -1.13897  -0.4193

# 7
Entry from the OMol25 dataset: C43H35IN4O7P2SSn as an isolated structure at a distorted geometry (ωB97M-V with the def2-TZVPD basis set).

As for the energy: -108783.502 eV. The calculation puts the HOMO-LUMO gap at 5.89 eV. The net charge is +2.

Last column: Mulliken charge in e.
Positions of all 94 atoms, in Å:
1 Sn 10.95042 14.37742 15.39386  0.2780
2 O 9.81776 18.78571 15.41794  -0.4220
3 C 9.97477 17.46986 15.53447  0.3328
4 O 10.99355 16.92467 15.87205  -0.6136
5 C 8.74691 16.68504 15.27297  0.4141
6 C 7.46651 17.21894 15.07917  -0.7959
7 C 6.42424 16.32058 15.01488  -0.4822
8 C 6.64196 14.96075 15.05178  -0.8699
9 C 7.95220 14.51452 15.17166  0.7790
10 N 8.94679 15.36907 15.31751  0.3880
11 C 8.32412 13.01940 15.16332  -0.0129
12 O 7.44342 12.23982 14.92693  -0.6706
13 O 9.59086 12.77533 15.39258  0.1577
14 H 10.67414 19.19644 15.62089  0.4045
15 H 7.34746 18.28241 14.96120  0.5892
16 H 5.41077 16.63065 14.78582  0.4316
17 H 5.83376 14.24648 14.96937  0.6027
18 C 13.48246 9.56242 15.05621  -1.0896
19 C 12.84064 9.65546 16.43906  -1.9325
20 P 12.99147 11.34248 17.26858  1.0833
21 C 14.81413 11.54446 17.11466  -0.1833
22 C 15.25178 12.71751 16.52194  -0.1931
23 C 16.60864 12.95940 16.28836  -0.6641
24 C 17.53655 12.02626 16.71963  -0.5903
25 C 17.10715 10.88052 17.41313  -0.7721
26 C 15.74762 10.64228 17.56471  -0.1572
27 C 12.87950 10.80079 19.00017  0.5650
28 C 11.94413 9.81880 19.32725  -0.3640
29 C 11.87556 9.18988 20.56854  -0.7410
30 C 12.81944 9.56248 21.50765  -0.5061
31 C 13.70863 10.59596 21.27531  -0.7317
32 C 13.78155 11.18419 20.01042  -0.4954
33 P 13.25873 10.94507 13.88798  0.7442
34 C 14.00547 10.35322 12.43659  0.5586
35 C 14.22848 11.30008 11.40309  0.7434
36 C 14.80638 10.96752 10.17137  -0.8961
37 C 15.23453 9.66699 10.01420  -0.4794
38 C 15.17447 8.71903 11.07090  -1.0637
39 C 14.54309 9.05201 12.24548  -0.5810
40 C 10.90739 9.81941 12.18449  0.7429
41 C 10.61810 10.36232 13.45130  -1.2969
42 C 10.37494 9.49490 14.51211  -0.3461
43 C 10.59268 8.16302 14.33807  -0.4414
44 C 10.95820 7.65421 13.11038  -0.4529
45 C 11.08986 8.44902 12.00609  -0.7019
46 H 13.17957 8.57050 14.57192  0.6094
47 H 14.59592 9.51002 15.14224  1.0137
48 H 13.33317 8.91120 17.07818  0.6576
49 H 11.81406 9.39357 16.38975  0.4854
50 H 14.49625 13.43872 16.20795  0.3617
51 H 16.95120 13.85958 15.81727  0.4845
52 H 18.56985 12.23495 16.55374  0.4470
53 H 17.83439 10.16236 17.80120  0.4202
54 H 15.47442 9.80640 18.18427  0.4434
55 H 11.15463 9.48762 18.62668  0.1503
56 H 11.07807 8.52530 20.78290  0.4850
57 H 12.88118 9.02398 22.45646  0.3666
58 H 14.41442 10.78863 22.08171  0.4278
59 H 14.53291 11.92947 19.73290  0.4791
60 H 14.17005 13.16701 10.99310  0.3243
61 H 14.88403 11.71271 9.40511  0.4670
62 H 15.66946 9.38684 9.03972  0.4098
63 H 15.58887 7.75600 10.83061  0.4518
64 H 14.48004 8.23591 12.93764  0.3680
65 H 10.30214 11.36906 13.51304  0.7793
66 H 9.98324 9.88679 15.43144  0.7343
67 H 10.45830 7.45299 15.15087  0.3992
68 H 11.06835 6.58334 12.98985  0.4515
69 H 11.25451 8.09053 11.01360  0.6354
70 I 9.35646 12.92721 21.39105  0.1847
71 C 10.21962 13.84189 19.80082  -0.8149
72 C 10.75903 15.13152 19.70735  -0.1737
73 N 11.01810 15.36352 18.41108  0.0477
74 N 10.67534 14.31979 17.65833  0.5192
75 C 10.21092 13.39031 18.48759  -0.6042
76 H 10.90015 15.88292 20.45121  0.5210
77 H 11.37320 16.20129 17.98176  0.1334
78 H 9.91108 12.42747 18.08498  0.6283
79 O 10.96746 10.57592 11.02693  -0.3388
80 C 10.77511 11.89447 11.07892  0.9268
81 N 11.20040 12.59011 12.05106  -0.0767
82 S 10.89237 14.23570 11.78300  0.1445
83 O 13.82789 12.56687 11.64479  -0.4238
84 O 9.96206 14.60792 12.87953  -0.3134
85 C 9.93461 13.88223 10.30991  0.3765
86 C 9.21993 14.78157 9.54413  -0.9875
87 C 8.64278 14.20222 8.38887  -0.4325
88 C 8.82333 12.88578 8.00396  -0.8324
89 C 9.53489 12.01633 8.83140  -0.1870
90 C 10.07580 12.54006 9.98406  -0.3395
91 H 9.11586 15.81513 9.72575  0.5552
92 H 8.06217 14.84314 7.77308  0.4508
93 H 8.32681 12.55097 7.09263  0.4168
94 H 9.77875 10.98127 8.56009  0.4991